[1]
Molecular formula: C64H132F9N5O7S
Method: DFT, wB97M-V/def2-TZVPD

* energy above the lowest of the compared OMol25 structures with the same formula, charge and spin: 130.1 kcal per mole
* total charge: +2

Geometry (Å):
C: 3.6758 1.1598 -2.3466
C: 4.0918 0.8658 -0.9381
C: 5.2464 1.6481 -0.4211
C: 5.4662 1.2464 1.1118
N: 6.5414 2.0878 1.9159
C: 8.0269 1.8064 1.3604
C: 8.7078 3.1982 1.2245
C: 7.5574 4.1726 0.9270
C: 6.3907 3.6001 1.7398
C: 6.3113 1.6776 3.4014
C: 7.3159 2.2518 4.3684
C: 7.4487 1.4318 5.6607
H: 3.1452 2.1094 -2.2781
H: 3.0149 0.4016 -2.7669
H: 4.5481 1.3304 -2.9774
H: 4.4609 -0.1557 -1.0302
H: 3.2156 0.8213 -0.2914
H: 5.0762 2.7039 -0.6316
H: 6.1001 1.3323 -1.0208
H: 5.6578 0.1903 1.3016
H: 4.5350 1.4209 1.6507
H: 8.5511 1.0978 2.0016
H: 7.8509 1.3426 0.3898
H: 9.1591 3.3433 2.2060
H: 9.4461 3.3317 0.4338
H: 7.8110 5.2013 1.1832
H: 7.2420 4.2782 -0.1110
H: 6.3824 4.0572 2.7293
H: 5.3725 3.8319 1.4272
H: 6.4120 0.5923 3.3907
H: 5.2750 1.9405 3.6135
H: 7.1633 3.3076 4.5920
H: 8.3437 2.4100 4.0417
H: 8.2019 0.6564 5.5210
H: 6.5133 0.9052 5.8497
H: 7.8451 2.0447 6.4702
C: 2.8839 -9.1865 -2.6598
C: 2.6937 -8.6238 -1.2814
C: 2.9274 -7.1251 -1.1666
C: 2.7557 -6.5991 0.3261
N: 2.7284 -5.0720 0.4769
C: 2.4511 -4.6588 1.9642
C: 0.9332 -4.9260 2.1088
C: 0.3263 -4.7483 0.7344
C: 1.5125 -4.4554 -0.1721
C: 3.9993 -4.3461 -0.0757
C: 5.3479 -5.0131 0.2680
C: 6.4903 -4.0409 -0.1231
H: 2.4525 -8.6565 -3.5090
H: 2.6129 -10.2422 -2.6753
H: 3.9615 -9.2614 -2.8060
H: 3.4161 -9.1658 -0.6710
H: 1.6907 -8.7606 -0.8773
H: 2.0776 -6.7009 -1.7014
H: 3.7436 -6.6163 -1.6795
H: 3.6626 -6.8846 0.8590
H: 1.8005 -7.0281 0.6291
H: 2.7523 -3.6188 2.0899
H: 3.0595 -5.2876 2.6143
H: 0.4428 -4.2987 2.8532
H: 0.9038 -5.9377 2.5134
H: -0.5173 -4.0818 0.5552
H: -0.1691 -5.6971 0.5279
H: 1.7384 -3.4021 -0.3384
H: 1.3748 -4.6801 -1.2297
H: 4.0099 -3.2756 0.1293
H: 3.9093 -4.4792 -1.1537
H: 5.4213 -6.0061 -0.1754
H: 5.4231 -5.0993 1.3520
H: 7.4314 -4.2476 0.3865
H: 6.2060 -3.1185 0.3834
H: 6.5206 -3.8285 -1.1917
C: -6.8724 1.5105 -6.7564
C: -6.2952 1.5771 -5.3474
C: -4.8937 2.3122 -5.2809
C: -3.6628 1.6673 -6.1393
N: -2.4258 2.6140 -6.2051
C: -1.1742 2.0174 -6.9036
C: -0.3442 3.2522 -7.2869
C: -1.3108 4.4147 -7.4390
C: -2.7083 3.9375 -7.0105
C: -2.0091 2.9804 -4.6716
C: -1.8593 1.7504 -3.8036
C: -1.2007 2.2246 -2.4463
H: -6.9745 2.5065 -7.1873
H: -7.8646 1.0619 -6.8061
H: -6.2688 0.8588 -7.3880
H: -6.3009 0.5501 -4.9822
H: -7.0075 2.0544 -4.6744
H: -4.6146 2.3345 -4.2275
H: -4.9967 3.3873 -5.4281
H: -3.9168 1.3636 -7.1548
H: -3.3001 0.7664 -5.6442
H: -0.6791 1.3128 -6.2353
H: -1.5859 1.5342 -7.7896
H: 0.4703 3.4536 -6.5911
H: 0.1447 3.0761 -8.2451
H: -0.9334 5.3752 -7.0881
H: -1.3982 4.6332 -8.5033
H: -3.3955 4.6437 -6.5446
H: -3.1647 3.3445 -7.8031
H: -2.8706 3.5450 -4.3151
H: -1.0970 3.5762 -4.6362
H: -1.2686 0.9145 -4.1784
H: -2.7600 1.1931 -3.5463
H: -0.1839 2.5786 -2.6165
H: -1.1977 1.5052 -1.6274
H: -1.6283 3.1501 -2.0606
C: -3.0232 -2.0295 -0.4423
C: -3.3416 -2.5638 -1.8319
C: -4.8237 -2.6464 -2.2474
C: -5.1505 -3.6939 -3.3582
N: -6.6453 -3.7956 -3.8491
C: -7.4182 -2.4611 -3.8900
C: -8.8973 -2.8484 -3.8528
C: -8.9132 -4.1546 -3.0593
C: -7.4864 -4.6311 -2.8528
C: -6.6733 -4.5335 -5.2642
C: -5.8458 -5.8451 -5.3283
C: -5.6930 -6.2447 -6.8317
H: -3.2878 -0.9722 -0.4278
H: -1.9343 -2.0734 -0.4213
H: -3.2757 -2.5042 0.5058
H: -3.0360 -3.6081 -1.8961
H: -2.7430 -1.9651 -2.5184
H: -5.2076 -1.6659 -2.5291
H: -5.4463 -2.8005 -1.3661
H: -4.6959 -4.6619 -3.1475
H: -4.6429 -3.4476 -4.2908
H: -7.1683 -1.9502 -4.8198
H: -7.1252 -1.9661 -2.9641
H: -9.3865 -2.7592 -4.8227
H: -9.4465 -2.1403 -3.2323
H: -9.5389 -4.9350 -3.4924
H: -9.3860 -3.9360 -2.1018
H: -7.3245 -5.6561 -3.1861
H: -7.0922 -4.6439 -1.8366
H: -6.3076 -3.7953 -5.9779
H: -7.7382 -4.5075 -5.4958
H: -6.4322 -6.6313 -4.8528
H: -4.9258 -5.7106 -4.7594
H: -6.6169 -6.7041 -7.1829
H: -4.9057 -6.9847 -6.9752
H: -5.3528 -5.5563 -7.6054
C: -1.7311 6.3432 5.6525
C: -1.7559 5.0783 6.4669
C: -1.1156 3.8781 5.7111
C: -0.9565 2.6699 6.6550
N: -0.5912 1.3869 5.9107
C: -0.6491 0.0707 6.8558
C: -0.8992 -1.0585 5.8939
C: -1.5112 -0.5102 4.6392
C: -1.7149 0.9986 4.8590
C: 0.7085 1.4049 5.1278
C: 1.9096 1.9433 6.0529
C: 3.3031 1.8143 5.3259
H: -0.7396 6.5099 5.2316
H: -1.8002 7.2151 6.3029
H: -2.5337 6.4628 4.9247
H: -2.7301 4.7901 6.8617
H: -1.1351 5.1023 7.3626
H: -0.1127 4.2283 5.4665
H: -1.5902 3.5576 4.7837
H: -1.8463 2.5290 7.2686
H: -0.1291 2.8856 7.3310
H: 0.2716 0.1728 7.4302
H: -1.5413 0.3345 7.4238
H: 0.0444 -1.5909 5.7744
H: -1.4500 -1.8348 6.4250
H: -0.8798 -0.7474 3.7830
H: -2.4955 -0.9304 4.4327
H: -1.6688 1.5143 3.8999
H: -2.7056 1.1895 5.2717
H: 0.5824 1.9102 4.1703
H: 0.8933 0.3710 4.8360
H: 1.8901 1.3108 6.9403
H: 1.7698 2.9916 6.3169
H: 3.2076 1.8871 4.2425
H: 3.7628 0.8381 5.4803
H: 4.0532 2.5385 5.6435
C: -4.2155 1.4145 2.4131
O: -3.3853 2.6000 2.3336
O: -4.7366 1.4733 3.7036
C: -5.2967 1.1735 1.2370
F: -6.3077 2.0294 1.2052
F: -4.6486 1.2235 0.0744
F: -5.8246 -0.0532 1.3046
C: -2.3864 2.8884 1.3431
C: -1.3932 3.9229 1.8476
H: -0.8617 3.5920 2.7399
H: -0.5241 4.0170 1.1965
H: -1.9358 4.8316 2.1082
H: -2.8462 3.2101 0.4086
H: -1.7162 2.0555 1.1306
H: -3.5246 0.5971 2.2070
C: 2.8403 5.2197 3.9826
O: 2.9625 5.1858 2.5463
O: 4.1090 4.7665 4.4649
C: 2.3077 6.7114 4.3312
F: 1.9258 6.7162 5.6185
F: 3.1470 7.7449 4.2358
F: 1.2538 6.9795 3.6044
C: 2.6345 3.9808 1.8264
C: 2.6283 4.1656 0.2845
H: 3.5486 4.4178 -0.2423
H: 2.4215 3.2034 -0.1841
H: 1.8407 4.8371 -0.0574
H: 1.6591 3.5601 2.0709
H: 3.3221 3.1767 2.0884
H: 2.0979 4.4585 4.2221
C: 0.5552 -0.4416 0.7908
F: 0.7865 0.2561 -0.3546
F: -0.3352 0.2456 1.4773
F: 0.0332 -1.6359 0.4981
S: 2.0976 -0.5540 1.9647
O: 2.3817 0.8954 2.3264
O: 1.5448 -1.3211 3.0753
O: 3.1249 -1.2245 1.2068

[2]
Molecular formula: C64H144BrN8
Method: DFT, wB97M-V/def2-TZVPD

* energy above the lowest of the compared OMol25 structures with the same formula, charge and spin: 0.0 kcal per mole
* total charge: +7

Geometry (Å):
C: 3.4115 -4.2591 9.9370
C: 2.4749 -4.5467 8.7479
C: 1.4315 -3.5253 8.4323
N: 0.5252 -3.7717 7.2394
C: -0.2313 -5.0858 7.4240
C: -0.4312 -2.5877 7.0854
C: -0.6897 -2.6553 5.5922
C: 0.3110 -3.5935 4.8181
C: 1.2496 -3.9245 5.8716
H: 3.7894 -5.1053 10.5107
H: 2.8583 -3.5895 10.5956
H: 4.3051 -3.7130 9.6349
H: 2.0642 -5.5424 8.9156
H: 3.1628 -4.7057 7.9175
H: 1.8540 -2.5974 8.0470
H: 0.7385 -3.1906 9.2042
H: 0.4480 -5.9381 7.4415
H: -0.8058 -5.1848 6.5030
H: -0.9440 -4.8582 8.2166
H: -1.3075 -2.6421 7.7314
H: 0.1087 -1.6610 7.2801
H: -1.6344 -3.1597 5.3892
H: -0.5832 -1.6269 5.2471
H: -0.1742 -4.4781 4.4055
H: 0.8070 -3.1193 3.9712
H: 1.6280 -4.9376 5.7353
H: 1.9341 -3.0763 5.8845
C: -10.5915 -3.8113 -0.6259
C: -10.6959 -2.7110 -1.7827
C: -11.2360 -1.3636 -1.5132
N: -11.1031 -0.3564 -2.7289
C: -9.7066 0.1810 -2.9540
C: -11.9696 0.8886 -2.6747
C: -12.3483 1.2124 -4.0729
C: -11.8790 0.0572 -4.9992
C: -11.6304 -1.1171 -3.9894
H: -10.1945 -4.7957 -0.8741
H: -11.6371 -3.9928 -0.3775
H: -10.0846 -3.5034 0.2886
H: -11.2629 -3.2416 -2.5475
H: -9.6862 -2.4843 -2.1250
H: -10.8684 -0.7428 -0.6961
H: -12.3075 -1.2783 -1.3326
H: -9.2427 -0.7206 -3.3542
H: -9.2713 0.4921 -2.0044
H: -9.7493 1.0076 -3.6633
H: -11.4499 1.6748 -2.1271
H: -12.8560 0.6004 -2.1095
H: -11.9427 2.1675 -4.4066
H: -13.4378 1.2285 -4.1003
H: -10.9189 0.2558 -5.4754
H: -12.5927 -0.2036 -5.7807
H: -10.9183 -1.8200 -4.4216
H: -12.6035 -1.5535 -3.7643
C: 8.7099 8.9195 -0.8070
C: 9.0686 8.1374 0.4184
C: 7.9545 7.0402 0.7525
N: 7.7213 6.8570 2.2678
C: 9.0036 6.2942 2.9725
C: 6.4899 5.9718 2.4377
C: 5.3331 6.8312 2.2647
C: 5.7315 8.2750 2.5597
C: 7.2478 8.2299 2.8517
H: 9.1000 8.4158 -1.6914
H: 9.3229 9.8163 -0.7169
H: 7.6378 9.1101 -0.8578
H: 9.3532 8.7875 1.2457
H: 9.9424 7.4858 0.4233
H: 8.1722 6.1223 0.2064
H: 6.9923 7.3392 0.3367
H: 9.1262 5.2896 2.5676
H: 8.7894 6.2251 4.0391
H: 9.9566 6.8035 2.8298
H: 6.5397 5.5793 3.4534
H: 6.6679 5.0897 1.8227
H: 4.4881 6.5422 2.8897
H: 4.9561 6.6424 1.2595
H: 5.1895 8.7081 3.4004
H: 5.6322 8.9418 1.7032
H: 7.4584 8.1792 3.9199
H: 7.7310 9.0979 2.4029
C: 0.7840 1.2133 0.4155
C: 0.2901 1.0638 -1.0689
C: -0.7324 -0.1374 -1.2813
N: -1.2632 -0.1218 -2.7921
C: -0.0709 0.0621 -3.7712
C: -2.1284 -1.3542 -3.1093
C: -3.1708 -0.9021 -4.1344
C: -3.1934 0.5430 -4.0688
C: -2.3232 1.0012 -2.8973
H: 1.6849 1.8089 0.5626
H: 0.9244 0.2026 0.7985
H: 0.0710 1.6996 1.0813
H: 1.1327 0.8189 -1.7155
H: 0.0141 2.0773 -1.3598
H: -1.5123 -0.1506 -0.5200
H: -0.1094 -1.0316 -1.3007
H: 0.6037 -0.7832 -3.6354
H: 0.3245 1.0587 -3.5749
H: -0.4805 -0.0689 -4.7728
H: -1.4254 -2.1553 -3.3376
H: -2.7306 -1.6931 -2.2663
H: -2.8732 -1.1772 -5.1463
H: -4.2000 -1.2597 -4.1018
H: -2.5818 1.0215 -4.8337
H: -4.1871 0.9841 -4.1468
H: -1.8061 1.9245 -3.1587
H: -2.8202 1.2413 -1.9573
C: -0.0595 6.7602 -8.0592
C: -0.3802 7.4100 -9.4360
C: -1.4388 8.5333 -9.3807
N: -1.7583 9.1208 -10.8215
C: -0.5897 10.0808 -11.1864
C: -3.0788 9.9189 -10.8219
C: -3.3636 10.2038 -12.3223
C: -2.6748 9.0150 -13.0042
C: -1.9190 8.1651 -12.0186
H: 0.3565 5.7530 -8.0830
H: -0.9886 6.5943 -7.5139
H: 0.3824 7.5533 -7.4560
H: -0.7164 6.6410 -10.1315
H: 0.5932 7.7427 -9.7964
H: -1.0023 9.2872 -8.7256
H: -2.4554 8.2289 -9.1314
H: 0.3933 9.6489 -10.9990
H: -0.6393 10.9776 -10.5689
H: -0.6627 10.4375 -12.2138
H: -3.0627 10.8214 -10.2108
H: -3.8921 9.2980 -10.4463
H: -3.3103 11.2724 -12.5304
H: -4.4507 10.2080 -12.4017
H: -1.8972 9.2495 -13.7311
H: -3.3674 8.4058 -13.5851
H: -0.9378 7.8501 -12.3736
H: -2.5100 7.3817 -11.5441
C: -3.1587 -12.3840 -3.2708
C: -3.1500 -10.9091 -3.7740
C: -4.0959 -10.5698 -4.9338
N: -4.2803 -9.0975 -5.1447
C: -3.0785 -8.2887 -5.6377
C: -5.4750 -8.9093 -6.0940
C: -6.0507 -7.5006 -5.8033
C: -5.8874 -7.3435 -4.2806
C: -4.7901 -8.3603 -3.8765
H: -2.2566 -12.6309 -2.7111
H: -2.9989 -13.0195 -4.1418
H: -4.1483 -12.7190 -2.9598
H: -2.1373 -10.7224 -4.1313
H: -3.3158 -10.2876 -2.8940
H: -5.0207 -11.1167 -4.7499
H: -3.6003 -10.9680 -5.8192
H: -3.3966 -7.2509 -5.5389
H: -2.8149 -8.6112 -6.6450
H: -2.4064 -8.5761 -4.8291
H: -5.2080 -9.2402 -7.0977
H: -6.2653 -9.5789 -5.7548
H: -5.4774 -6.6941 -6.2605
H: -7.0945 -7.3685 -6.0883
H: -5.6148 -6.3304 -3.9852
H: -6.8510 -7.4645 -3.7856
H: -4.0691 -7.9647 -3.1611
H: -5.2765 -9.0469 -3.1835
C: 2.5119 2.0199 14.3069
C: 3.1373 1.9779 12.9113
C: 3.2262 3.2339 11.9840
N: 3.7566 2.9263 10.6082
C: 5.1085 2.2500 10.6761
C: 3.9836 4.2612 9.8218
C: 2.6635 4.4578 9.0282
C: 2.2038 3.0487 8.5309
C: 2.8110 2.1459 9.6432
H: 2.5505 0.9885 14.6572
H: 1.5196 2.4684 14.3555
H: 3.0429 2.6213 15.0449
H: 2.4833 1.2694 12.4030
H: 4.0603 1.3999 12.9560
H: 3.8452 4.0164 12.4230
H: 2.1644 3.4671 11.9033
H: 5.0933 1.2262 11.0500
H: 5.8691 2.8494 11.1764
H: 5.4222 2.0979 9.6434
H: 4.7999 4.1118 9.1151
H: 4.3502 5.1386 10.3546
H: 2.8901 5.2978 8.3715
H: 1.9428 4.8331 9.7548
H: 2.5805 2.7817 7.5436
H: 1.1347 3.0754 8.3206
H: 3.2369 1.2020 9.3031
H: 1.9421 1.8156 10.2124
C: 6.1576 -2.5484 -1.6106
C: 6.1264 -3.3295 -0.3496
C: 6.7955 -4.6852 -0.5245
N: 7.1189 -5.4015 0.8260
C: 8.2482 -4.5659 1.4938
C: 7.6643 -6.8166 0.6472
C: 7.1651 -7.5713 1.8392
C: 5.8170 -6.9738 2.1505
C: 5.7975 -5.6687 1.4821
H: 5.6041 -3.0713 -2.3906
H: 7.1583 -2.3654 -2.0020
H: 5.6322 -1.5963 -1.5363
H: 5.0631 -3.4245 -0.1297
H: 6.5860 -2.6730 0.3892
H: 7.7204 -4.7549 -1.0969
H: 6.1335 -5.3955 -1.0198
H: 8.7689 -5.0697 2.3082
H: 7.8299 -3.5981 1.7706
H: 9.0007 -4.4111 0.7205
H: 8.7316 -6.9386 0.4624
H: 7.1873 -7.2405 -0.2365
H: 7.8227 -7.5320 2.7076
H: 7.1425 -8.6110 1.5128
H: 5.5199 -6.8388 3.1905
H: 4.8749 -7.3892 1.7925
H: 5.6535 -4.8218 2.1531
H: 4.9482 -5.5500 0.8093
Br: -5.9022 -1.3577 1.1614

no.,highest occupied orbital energy (eV),LUMO (eV),calculated total energy (Ha)
1,-8.4,-4.238,-4614.32830
2,-14.6,-10.251,-5534.22545